A molecular structure, C39H38As2CdN3O6S. Source: OMol25; level of theory: ωB97M-V/def2-TZVPD.

The geometry in XYZ format:
```
90
Properties=species:S:1:pos:R:3:forces:R:3
Cd 0.095 0.332 -0.649 0.0 -0.3 -0.4
O 3.773 -4.888 -1.019 0.0 0.0 0.0
C 2.890 -3.857 -0.906 0.0 0.0 0.0
C 1.605 -3.927 -1.425 0.0 0.0 0.0
C 0.761 -2.842 -1.257 0.0 0.0 0.0
N 1.157 -1.742 -0.624 0.2 0.1 0.1
C 2.400 -1.666 -0.146 0.0 0.0 0.1
C 3.302 -2.706 -0.250 0.0 0.0 0.0
C 2.809 -0.363 0.554 0.0 0.0 0.0
O 3.882 -0.365 1.149 0.0 0.0 0.0
O 1.978 0.598 0.471 0.0 0.1 0.0
C -0.668 -2.870 -1.823 0.0 -0.2 0.0
O -0.915 -3.809 -2.600 0.0 0.1 0.0
O -1.415 -1.941 -1.439 0.0 0.1 0.0
H 3.346 -5.605 -1.499 0.0 0.0 0.0
H 1.235 -4.790 -1.966 0.0 0.0 0.0
H 4.291 -2.599 0.170 0.0 0.0 0.0
C -2.144 2.678 1.653 0.0 0.0 -0.1
C -2.526 1.398 2.397 0.0 0.0 0.0
As -1.280 -0.095 2.023 0.0 0.1 0.0
C -2.431 -1.573 2.556 0.0 0.0 0.0
C -2.774 -2.503 1.578 0.0 0.0 0.0
C -3.607 -3.568 1.902 0.0 0.0 0.0
C -4.096 -3.706 3.192 0.0 0.0 0.0
C -3.754 -2.777 4.168 0.0 0.0 0.0
C -2.923 -1.714 3.851 0.0 0.0 0.0
C -0.061 -0.035 3.544 0.0 0.0 0.0
C 1.118 -0.761 3.401 0.0 0.0 0.0
C 2.081 -0.754 4.397 0.0 0.0 0.0
C 1.869 -0.023 5.559 0.0 0.0 0.0
C 0.695 0.700 5.713 0.0 0.0 0.0
C -0.263 0.698 4.707 0.0 0.0 0.0
As -0.198 3.029 1.740 0.1 0.0 0.0
C -0.171 4.412 3.131 0.0 0.0 0.0
C 0.714 4.221 4.188 0.0 0.0 0.0
C 0.788 5.143 5.226 0.0 0.0 0.0
C -0.022 6.268 5.213 0.0 0.0 0.0
C -0.905 6.470 4.160 0.0 0.0 0.0
C -0.978 5.547 3.128 0.0 0.0 0.0
C -0.028 4.083 0.111 0.0 0.0 0.0
C -0.989 4.974 -0.362 0.0 0.0 0.0
C -0.820 5.601 -1.585 0.0 0.0 0.0
C 0.304 5.332 -2.356 0.0 0.0 0.0
C 1.254 4.431 -1.903 0.0 0.0 0.0
C 1.090 3.809 -0.671 0.0 0.0 0.0
H -2.721 3.533 2.011 0.0 0.0 0.0
H -2.353 2.562 0.587 0.0 0.0 0.0
H -3.506 1.040 2.071 0.0 0.0 0.0
H -2.600 1.563 3.473 0.0 0.0 0.0
H -2.396 -2.389 0.566 0.0 0.0 0.0
H -3.869 -4.290 1.139 0.0 0.0 0.0
H -4.742 -4.539 3.441 0.0 0.0 0.0
H -4.132 -2.886 5.178 0.0 0.0 0.0
H -2.643 -1.002 4.619 0.0 0.0 0.0
H 1.302 -1.315 2.489 0.0 0.0 0.0
H 3.005 -1.296 4.246 0.0 0.0 0.0
H 2.624 -0.007 6.335 0.0 0.0 0.0
H 0.528 1.284 6.610 0.0 0.0 0.0
H -1.157 1.296 4.842 0.0 0.0 0.0
H 1.349 3.342 4.198 0.0 0.0 0.0
H 1.483 4.980 6.041 0.0 0.0 0.0
H 0.036 6.989 6.020 0.0 0.0 0.0
H -1.535 7.351 4.143 0.0 0.0 0.0
H -1.666 5.721 2.308 0.0 0.0 0.0
H -1.891 5.163 0.209 0.0 0.0 0.0
H -1.578 6.283 -1.951 0.0 0.0 0.0
H 0.422 5.806 -3.322 0.0 0.0 0.0
H 2.109 4.178 -2.516 0.0 0.0 0.0
H 1.815 3.074 -0.336 0.0 0.0 0.0
C -2.969 0.703 -1.508 0.0 0.0 0.1
C -1.581 1.259 -1.756 0.0 0.2 0.2
O -1.453 2.150 -2.583 -0.1 0.0 0.0
H -3.726 1.289 -2.036 0.0 0.0 0.0
H -3.179 0.685 -0.434 0.0 0.0 0.0
H -2.977 -0.346 -1.817 0.0 0.0 0.0
S 2.086 0.523 -3.007 0.0 0.0 0.0
C 0.882 -0.071 -4.043 -0.1 0.0 0.0
N -0.043 0.753 -4.564 0.0 0.0 0.1
C -1.306 0.303 -5.148 0.0 0.0 0.0
C -1.554 -1.158 -4.820 0.0 0.0 0.0
C -0.293 -1.949 -5.119 0.0 0.0 0.0
N 0.815 -1.370 -4.369 0.0 0.0 0.0
H -0.060 1.656 -4.104 0.0 -0.1 0.0
H -1.281 0.452 -6.232 0.0 0.0 0.0
H -2.092 0.936 -4.735 0.0 0.0 0.0
H -2.389 -1.538 -5.410 0.0 0.0 0.0
H -1.803 -1.285 -3.765 0.0 0.0 0.0
H -0.068 -1.920 -6.192 0.0 0.0 0.0
H -0.408 -2.982 -4.797 0.0 0.0 0.0
H 1.436 -1.972 -3.854 0.0 0.0 0.0
```
Positions in Å, forces in eV/Å.

charge	-1
LUMO level	2.52	eV
DFT total energy	-194896.2929	eV
strongest force on any atom	0.507	eV/A
HOMO	-4.7	eV

Atomic charges from the Löwdin analysis, expressed in e, are listed below:
1 Cd 1.282
2 O 0.062
3 C -0.287
4 C 0.047
5 C -0.196
6 N 0.059
7 C -0.216
8 C 0.068
9 C -0.675
10 O 0.018
11 O -0.234
12 C -0.664
13 O -0.027
14 O -0.119
15 H 0.103
16 H 0.121
17 H 0.128
18 C -0.448
19 C -0.444
20 As 1.233
21 C -0.386
22 C -0.101
23 C -0.084
24 C -0.104
25 C -0.100
26 C -0.109
27 C -0.407
28 C -0.110
29 C -0.067
30 C -0.093
31 C -0.105
32 C -0.137
33 As 1.297
34 C -0.378
35 C -0.129
36 C -0.095
37 C -0.106
38 C -0.097
39 C -0.112
40 C -0.404
41 C -0.123
42 C -0.095
43 C -0.096
44 C -0.087
45 C -0.137
46 H 0.061
47 H 0.036
48 H 0.063
49 H 0.047
50 H 0.072
51 H 0.103
52 H 0.095
53 H 0.095
54 H 0.094
55 H 0.087
56 H 0.107
57 H 0.096
58 H 0.098
59 H 0.085
60 H 0.090
61 H 0.098
62 H 0.095
63 H 0.097
64 H 0.082
65 H 0.085
66 H 0.096
67 H 0.097
68 H 0.099
69 H 0.077
70 C -0.125
71 C -0.491
72 O -0.108
73 H 0.071
74 H 0.036
75 H 0.046
76 S 0.555
77 C -0.875
78 N 0.013
79 C -0.173
80 C -0.156
81 C -0.169
82 N 0.027
83 H 0.086
84 H 0.111
85 H 0.108
86 H 0.118
87 H 0.094
88 H 0.116
89 H 0.104
90 H 0.110

***

A molecular structure, C14H21IrNP. Source: OMol25; level of theory: ωB97M-V/def2-TZVPD.

The geometry in XYZ format:
```
38
Properties=species:S:1:pos:R:3:forces:R:3
C -2.158 2.071 -2.183 2.1 1.3 1.1
Ir 1.293 0.212 -2.307 -0.5 2.3 -3.6
N 1.237 -1.314 -3.763 0.6 -1.8 -1.7
H 1.915 1.740 -2.431 0.4 -0.3 -0.3
H 2.223 -1.497 -4.056 -1.0 0.2 0.0
H -2.777 1.454 -2.777 -0.6 -0.9 -0.4
H -2.175 3.089 -2.629 0.4 -0.7 0.1
H -1.069 1.671 -2.070 -1.8 0.7 -0.5
H -2.526 2.221 -1.157 -0.1 -0.4 -0.4
H 0.916 -2.237 -3.416 0.1 0.7 0.0
H 0.679 -1.173 -4.647 0.8 0.2 1.2
C 2.534 -0.575 0.067 -0.3 -0.8 0.1
P 0.809 -0.078 -0.285 -2.5 -1.8 5.2
C -0.198 -1.502 0.366 -0.9 1.7 -5.0
C 0.191 -1.958 1.627 1.3 -1.4 4.3
C -0.403 -3.109 2.160 -0.7 -0.3 -0.9
C -1.402 -3.770 1.429 2.0 -1.2 4.6
C -1.815 -3.316 0.166 -0.6 2.3 -3.7
C -1.181 -2.167 -0.378 0.2 0.0 0.5
C 0.364 1.272 0.910 0.2 0.2 -1.3
C -0.922 1.363 1.471 0.3 -0.2 0.1
C -1.181 2.406 2.364 0.3 -0.2 -0.4
C -0.178 3.358 2.599 0.1 -0.1 0.1
C 1.072 3.316 1.976 -0.3 -1.2 -0.7
C 1.333 2.278 1.063 -0.3 -0.2 0.5
H 2.557 -1.686 -0.081 0.4 1.0 -0.2
H 2.862 -0.393 1.083 0.2 0.3 0.1
H 3.115 0.039 -0.651 0.4 -0.7 0.4
H 0.962 -1.397 2.178 -0.5 -0.5 -0.1
H -0.061 -3.470 3.120 -0.2 -0.1 0.0
H -1.866 -4.658 1.855 0.1 0.2 -0.1
H -2.634 -3.828 -0.339 0.3 0.3 -0.1
H -1.460 -1.761 -1.349 -0.1 -0.2 0.1
H -1.672 0.591 1.223 0.4 0.5 0.3
H -2.148 2.459 2.875 0.4 0.1 -0.2
H -0.365 4.153 3.302 -0.1 0.1 0.1
H 1.860 4.011 2.197 -0.1 0.4 0.1
H 2.270 2.185 0.485 -0.5 0.3 0.6
```
Positions in Å, forces in eV/Å.

expectation value of S²	8.810
charge	+1
LUMO level (alpha / beta)	-3.05 / -6.06	eV
DFT total energy	-28462.5850	eV
spin multiplicity	6
strongest force on any atom	6.069	eV/A
HOMO (alpha / beta)	-8.2 / -12.4	eV

Atomic charges from the Löwdin analysis, expressed in e, are listed below:
1 C -0.044
2 Ir 0.828
3 N -0.135
4 H -0.106
5 H 0.079
6 H -0.006
7 H 0.035
8 H -0.017
9 H 0.016
10 H 0.077
11 H 0.100
12 C -0.278
13 P 0.644
14 C -0.381
15 C -0.112
16 C -0.052
17 C -0.072
18 C -0.042
19 C -0.080
20 C -0.351
21 C -0.086
22 C -0.056
23 C -0.061
24 C -0.053
25 C -0.091
26 H 0.071
27 H 0.055
28 H 0.017
29 H 0.116
30 H 0.112
31 H 0.112
32 H 0.118
33 H 0.094
34 H 0.116
35 H 0.117
36 H 0.107
37 H 0.106
38 H 0.103

***

A gas-phase ion, C2H6O4P (charge -1). Source: OMol25; level of theory: ωB97M-V/def2-TZVPD.

The geometry in XYZ format:
```
13
Properties=species:S:1:pos:R:3:forces:R:3
C -1.217 2.041 0.852 0.3 0.1 -0.1
O -1.155 1.080 -0.194 0.0 -0.8 -0.7
P -0.032 -0.083 0.077 2.1 1.4 3.0
O 1.320 0.559 0.062 0.1 0.5 -1.2
O -0.291 -0.734 1.376 -1.3 -0.8 1.0
O -0.148 -1.194 -1.049 0.2 -0.8 -1.6
C 1.066 -1.979 -1.079 0.2 0.3 -1.2
H -0.412 1.945 1.604 -0.3 -0.2 -0.5
H -1.131 3.029 0.392 0.0 0.0 0.0
H -2.182 1.950 1.340 -0.1 0.0 0.2
H 0.998 -2.767 -1.831 -0.6 0.1 -0.2
H 1.264 -2.495 -0.155 0.0 0.3 0.7
H 1.919 -1.352 -1.396 -0.4 -0.1 0.5
```
Positions in Å, forces in eV/Å.

SMILES	COP(=O)([O-])OC
charge	-1
LUMO level	4.18	eV
DFT total energy	-19653.8911	eV
strongest force on any atom	3.911	eV/A
HOMO	-4.0	eV

Atomic charges from the Löwdin analysis, expressed in e, are listed below:
1 C -0.171
2 O -0.273
3 P 0.117
4 O -0.359
5 O -0.345
6 O -0.250
7 C -0.150
8 H 0.080
9 H 0.071
10 H 0.068
11 H 0.065
12 H 0.071
13 H 0.077

***

A single C5H7NO molecule. Source: OMol25; level of theory: ωB97M-V/def2-TZVPD.

The geometry in XYZ format:
```
14
Properties=species:S:1:pos:R:3:forces:R:3
C -1.465 -1.065 0.172 0.0 0.0 0.0
C -0.262 -0.267 0.628 0.0 -0.1 0.0
C 0.994 -0.333 -0.323 0.1 -0.2 0.0
C 1.219 1.191 -0.373 0.5 -0.1 -0.3
O 1.111 1.675 0.886 -0.1 0.2 0.2
C -0.283 1.215 0.308 -0.4 0.2 -0.4
N -0.473 1.746 -0.809 0.1 0.1 0.5
H -2.321 -0.920 0.839 0.1 0.0 -0.1
H -1.217 -2.130 0.166 -0.1 0.1 0.0
H -1.757 -0.762 -0.837 0.0 -0.1 0.1
H -0.002 -0.455 1.670 0.0 0.0 -0.1
H 1.865 -0.867 0.059 -0.1 0.0 0.0
H 0.700 -0.715 -1.304 0.0 0.0 0.1
H 1.891 1.685 -1.080 -0.4 -0.1 0.0
```
Positions in Å, forces in eV/Å.

LUMO level	0.75	eV
DFT total energy	-8831.2677	eV
strongest force on any atom	0.622	eV/A
HOMO	-8.8	eV

Atomic charges from the Löwdin analysis, expressed in e, are listed below:
1 C -0.064
2 C -0.266
3 C -0.064
4 C -0.244
5 O -0.008
6 C -0.344
7 N 0.206
8 H 0.082
9 H 0.082
10 H 0.081
11 H 0.140
12 H 0.119
13 H 0.125
14 H 0.155